*w*
The following is a quantum chemistry calculation of one molecule with the formula C22H23N3O4S, from the OMol25 dataset.

Output
LUMO level (eV): 0.50
Orbital gap (hartree): 0.344

Bonds (Å) are listed after each position.
Atoms and positions in Å:
1 C 2.935 -3.408 -4.885  H2 1.094, H3 1.094, H4 1.089, O5 1.410
2 H 2.676 -2.604 -5.581  C1 1.094
3 H 2.064 -4.051 -4.728  C1 1.094
4 H 3.748 -3.999 -5.304  C1 1.089
5 O 3.427 -2.898 -3.666  C1 1.410, C6 1.352
6 C 2.620 -2.124 -2.906  O5 1.352, C7 1.395, C11 1.399
7 C 1.312 -1.770 -3.238  C6 1.395, C8 1.383, H53 1.078
8 C 0.573 -0.986 -2.371  C7 1.383, C9 1.379, H52 1.078
9 C 1.128 -0.562 -1.182  C8 1.379, C10 1.383, S14 1.780
10 C 2.431 -0.885 -0.849  C9 1.383, C11 1.377, H13 1.078
11 C 3.175 -1.664 -1.707  C6 1.399, C10 1.377, H12 1.078
12 H 4.191 -1.939 -1.476  C11 1.078
13 H 2.835 -0.524 0.083  C10 1.078
14 S 0.134 0.430 -0.088  C9 1.780, O15 1.443, O16 1.437, N17 1.685
15 O -0.313 1.595 -0.813  S14 1.443
16 O 0.845 0.669 1.136  S14 1.437
17 N -1.216 -0.546 0.166  S14 1.685, C18 1.453, C38 1.457
18 C -2.496 0.142 0.177  N17 1.453, C19 1.534, H36 1.090, H37 1.093
19 C -2.688 0.934 1.477  C18 1.534, O20 1.215, N21 1.341
20 O -3.399 0.547 2.383  C19 1.215
21 N -1.960 2.060 1.508  C19 1.341, H22 1.012, C23 1.448
22 H -1.355 2.275 0.726  N21 1.012
23 C -1.826 2.882 2.693  N21 1.448, C24 1.503, H34 1.093, H35 1.099
24 C -1.888 4.340 2.329  C23 1.503, C25 1.392, C29 1.389
25 C -0.948 4.885 1.459  C24 1.392, C26 1.385, H33 1.080
26 C -1.044 6.229 1.136  C25 1.385, N27 1.323, H32 1.082
27 N -1.981 7.029 1.616  C26 1.323, C28 1.321
28 C -2.872 6.511 2.442  N27 1.321, C29 1.387, H31 1.082
29 C -2.875 5.179 2.828  C24 1.389, C28 1.387, H30 1.079
30 H -3.628 4.803 3.503  C29 1.079
31 H -3.622 7.199 2.811  C28 1.082
32 H -0.335 6.692 0.463  C26 1.082
33 H -0.161 4.273 1.044  C25 1.080
34 H -2.634 2.605 3.373  C23 1.093
35 H -0.862 2.667 3.176  C23 1.099
36 H -2.510 0.810 -0.684  C18 1.090
37 H -3.291 -0.603 0.087  C18 1.093
38 C -1.008 -1.487 1.260  N17 1.457, C39 1.502, H50 1.093, H51 1.097
39 C 0.050 -2.481 0.875  C38 1.502, C40 1.390, C44 1.387
40 C -0.135 -3.290 -0.240  C39 1.390, C41 1.382, H49 1.080
41 C 0.840 -4.192 -0.622  C40 1.382, C42 1.385, H48 1.080
42 C 2.009 -4.302 0.112  C41 1.385, C43 1.384, H47 1.080
43 C 2.196 -3.506 1.228  C42 1.384, C44 1.385, H46 1.080
44 C 1.222 -2.598 1.607  C39 1.387, C43 1.385, H45 1.080
45 H 1.374 -1.968 2.471  C44 1.080
46 H 3.105 -3.591 1.806  C43 1.080
47 H 2.771 -5.007 -0.186  C42 1.080
48 H 0.686 -4.816 -1.490  C41 1.080
49 H -1.050 -3.202 -0.808  C40 1.080
50 H -1.959 -1.994 1.445  C38 1.093
51 H -0.713 -0.956 2.173  C38 1.097
52 H -0.440 -0.702 -2.608  C8 1.078
53 H 0.864 -2.100 -4.161  C7 1.078

Results of the Mulliken charge analysis, in e, for atoms 1 through 8:
1. C -0.87
2. H 0.35
3. H 0.33
4. H 0.25
5. O -0.45
6. C 0.87
7. C -0.31
8. C -1.16

***

*x*
The following is a quantum chemistry calculation of one molecule with the formula C22H23N3O4S, from the OMol25 dataset.

Output
LUMO level (eV): 0.47
Orbital gap (hartree): 0.334

Bonds (Å) are listed after each position.
Atoms and positions in Å:
1 C -0.342 2.995 -1.244  H2 1.095, O3 1.410, H52 1.090, H53 1.093
2 H -1.288 3.546 -1.217  C1 1.095
3 O -0.263 2.051 -0.199  C1 1.410, C4 1.370
4 C -0.145 2.530 1.079  O3 1.370, C5 1.386, C9 1.403
5 C -0.403 3.834 1.469  C4 1.386, C6 1.386, H51 1.078
6 C -0.317 4.192 2.806  C5 1.386, C7 1.385, H50 1.080
7 C 0.029 3.270 3.779  C6 1.385, C8 1.391, C46 1.498
8 C 0.312 1.967 3.382  C7 1.391, C9 1.382, H45 1.080
9 C 0.230 1.594 2.054  C4 1.403, C8 1.382, N10 1.412
10 N 0.565 0.298 1.604  C9 1.412, S11 1.696, C28 1.441
11 S 2.146 0.118 1.017  N10 1.696, O12 1.431, O13 1.435, C14 1.784
12 O 2.589 1.409 0.588  S11 1.431
13 O 2.923 -0.586 1.997  S11 1.435
14 C 1.871 -0.946 -0.388  S11 1.784, C15 1.380, C19 1.382
15 C 1.543 -0.379 -1.603  C14 1.380, C16 1.384, H27 1.078
16 C 1.258 -1.201 -2.680  C15 1.384, C17 1.391, H26 1.080
17 C 1.290 -2.585 -2.544  C16 1.391, C18 1.393, C22 1.495
18 C 1.636 -3.132 -1.311  C17 1.393, C19 1.382, H21 1.079
19 C 1.930 -2.318 -0.233  C14 1.382, C18 1.382, H20 1.078
20 H 2.212 -2.730 0.723  C19 1.078
21 H 1.668 -4.204 -1.196  C18 1.079
22 C 0.947 -3.483 -3.690  C17 1.495, H23 1.087, H24 1.090, H25 1.088
23 H 0.896 -2.927 -4.622  C22 1.087
24 H -0.022 -3.948 -3.511  C22 1.090
25 H 1.685 -4.276 -3.789  C22 1.088
26 H 1.002 -0.765 -3.635  C16 1.080
27 H 1.529 0.695 -1.682  C15 1.078
28 C 0.023 -0.876 2.239  N10 1.441, H29 1.095, H30 1.094, C31 1.535
29 H 0.819 -1.462 2.712  C28 1.095
30 H -0.699 -0.593 3.010  C28 1.094
31 C -0.690 -1.768 1.214  C28 1.535, O32 1.209, N33 1.359
32 O -0.836 -2.956 1.384  C31 1.209
33 N -1.141 -1.059 0.146  C31 1.359, C34 1.390, H44 1.018
34 C -1.669 -1.535 -1.048  N33 1.390, C35 1.394, C39 1.397
35 C -2.010 -0.610 -2.034  C34 1.394, C36 1.382, H43 1.080
36 C -2.507 -1.065 -3.240  C35 1.382, C37 1.387, H42 1.079
37 C -2.636 -2.434 -3.424  C36 1.387, N38 1.322, H41 1.082
38 N -2.317 -3.317 -2.493  C37 1.322, C39 1.319
39 C -1.858 -2.890 -1.333  C34 1.397, N38 1.319, H40 1.079
40 H -1.620 -3.647 -0.602  C39 1.079
41 H -3.007 -2.845 -4.353  C37 1.082
42 H -2.784 -0.375 -4.022  C36 1.079
43 H -1.879 0.445 -1.843  C35 1.080
44 H -0.911 -0.067 0.155  N33 1.018
45 H 0.620 1.235 4.113  C8 1.080
46 C 0.131 3.652 5.224  C7 1.498, H47 1.089, H48 1.087, H49 1.089
47 H -0.510 3.017 5.834  C46 1.089
48 H -0.161 4.688 5.374  C46 1.087
49 H 1.154 3.526 5.575  C46 1.089
50 H -0.523 5.214 3.086  C6 1.080
51 H -0.678 4.584 0.744  C5 1.078
52 H -0.288 2.423 -2.170  C1 1.090
53 H 0.494 3.697 -1.204  C1 1.093

Results of the Mulliken charge analysis, in e, for atoms 1 through 8:
1. C -1.35
2. H 0.39
3. O -0.05
4. C 0.60
5. C -0.89
6. C -1.04
7. C 0.56
8. C -0.04

***

Stability ranking, top and bottom: *x* is the most stable and *w* is the least stable.

***

*w*
The following is a quantum chemistry calculation of a 4-piece molecular cluster, C3H13NO4 overall, from the OMol25 dataset.

Output
LUMO level (eV): 0.35
Orbital gap (hartree): 0.360

Bonds (Å) are listed after each position.
Atoms and positions in Å:
1 C -1.178 0.197 1.180  N2 1.352, O5 1.213, H6 1.101
2 N -1.484 -0.504 0.064  C1 1.352, C3 1.446, C4 1.455
3 C -1.477 0.069 -1.264  N2 1.446, H7 1.079, H8 1.097, H9 1.078
4 C -1.930 -1.885 0.154  N2 1.455, H10 1.094, H11 1.093, H12 1.081
5 O -0.868 1.370 1.194  C1 1.213
6 H -1.206 -0.480 2.048  C1 1.101
7 H -2.156 -0.503 -1.879  C3 1.079
8 H -0.462 0.022 -1.677  C3 1.097
9 H -1.591 1.140 -1.248  C3 1.078
10 H -1.251 -2.562 -0.371  C4 1.094
11 H -2.863 -1.983 -0.406  C4 1.093
12 H -1.956 -2.208 1.186  C4 1.081
13 H 1.727 1.920 0.306  O15 0.961
14 H 1.053 3.291 0.408  O15 0.963
15 O 1.912 2.856 0.421  H13 0.961, H14 0.963
16 H 1.430 -0.079 -0.884  O18 0.969
17 H 2.703 0.202 -1.664  O18 0.962
18 O 1.758 0.069 -1.783  H16 0.969, H17 0.962
19 H 3.384 -0.392 1.311  O21 0.964
20 H 1.987 -0.254 1.870  O21 0.965
21 O 2.467 -0.285 1.033  H19 0.964, H20 0.965

Results of the Mulliken charge analysis, in e, for atoms 1 through 8:
1. C 0.09
2. N 0.14
3. C -0.82
4. C -0.88
5. O -0.59
6. H 0.29
7. H 0.31
8. H 0.30

***

*x*
The following is a quantum chemistry calculation of a 3-piece molecular cluster, C3H13NO4 overall, from the OMol25 dataset.

Output
LUMO level (eV): 0.33
Orbital gap (hartree): 0.382

Bonds (Å) are listed after each position.
Atoms and positions in Å:
1 C -0.887 0.194 1.285  C2 1.512, N4 1.461, H7 1.094, H8 1.094
2 C -0.029 -0.912 1.856  C1 1.512, O3 1.422, H9 1.076, H10 1.093
3 O 0.267 -1.914 0.891  C2 1.422, H11 0.965
4 N -0.415 0.544 -0.052  C1 1.461, C5 1.424, H12 1.020
5 C -1.424 1.150 -0.854  N4 1.424, O6 1.428, H13 1.092, H14 1.070
6 O -1.933 2.404 -0.398  C5 1.428, H15 0.957
7 H -1.877 -0.260 1.178  C1 1.094
8 H -1.120 1.009 1.977  C1 1.094
9 H -0.511 -1.490 2.624  C2 1.076
10 H 0.903 -0.500 2.252  C2 1.093
11 H 0.009 -1.635 0.004  O3 0.965
12 H 0.363 1.196 0.049  N4 1.020
13 H -1.181 1.282 -1.910  C5 1.092
14 H -2.267 0.492 -0.844  C5 1.070
15 H -1.682 2.653 0.491  O6 0.957
16 H 3.256 0.627 -0.658  O18 0.960
17 H 2.337 -0.200 0.268  O18 0.968
18 O 2.565 -0.040 -0.659  H16 0.960, H17 0.968
19 H 1.825 -1.336 -2.052  O21 0.967
20 H 0.539 -1.346 -2.865  O21 0.964
21 O 1.263 -1.917 -2.583  H19 0.967, H20 0.964

Results of the Mulliken charge analysis, in e, for atoms 1 through 8:
1. C -0.58
2. C -0.52
3. O -0.50
4. N -0.13
5. C -0.44
6. O -0.57
7. H 0.36
8. H 0.38

***

Stability ranking, top and bottom: *w* is the most stable and *x* is the least stable.

***

*w*
The following is a quantum chemistry calculation of a 2-piece molecular cluster, C2H8O overall, from the OMol25 dataset.

Output
LUMO level (eV): 0.83
Orbital gap (hartree): 0.426

Bonds (Å) are listed after each position.
Atoms and positions in Å:
1 C -0.864 0.015 -0.168  C2 1.537, H3 1.080, H4 1.097, H5 1.098
2 C -0.162 0.119 -1.531  C1 1.537, H6 1.085, H7 1.092, H8 1.079
3 H -1.226 -0.987 0.013  C1 1.080
4 H -1.650 0.774 -0.080  C1 1.097
5 H -0.221 0.392 0.639  C1 1.098
6 H -0.617 0.878 -2.159  C2 1.085
7 H 0.867 0.477 -1.463  C2 1.092
8 H -0.212 -0.845 -2.014  C2 1.079
9 H 0.892 0.179 2.680  O11 0.961
10 H 1.906 -0.833 2.207  O11 0.967
11 O 1.287 -0.169 1.876  H9 0.961, H10 0.967

Results of the Mulliken charge analysis, in e, for atoms 1 through 8:
1. C -0.57
2. C -0.81
3. H 0.30
4. H 0.29
5. H 0.05
6. H 0.27
7. H 0.27
8. H 0.24

***

*x*
The following is a quantum chemistry calculation of a 2-piece molecular cluster, C2H8O overall, from the OMol25 dataset.

Output
LUMO level (eV): 0.82
Orbital gap (hartree): 0.441

Bonds (Å) are listed after each position.
Atoms and positions in Å:
1 C -1.402 -0.125 -0.147  C2 1.451, H3 1.103, H4 1.188, H5 1.152
2 C -1.067 0.449 -1.437  C1 1.451, H6 1.127, H7 1.214, H8 1.102
3 H -1.758 0.751 0.421  C1 1.103
4 H -0.532 -0.603 0.506  C1 1.188
5 H -2.250 -0.897 -0.249  C1 1.152
6 H -0.962 1.562 -1.299  C2 1.127
7 H -0.013 0.097 -1.923  C2 1.214
8 H -1.845 0.374 -2.214  C2 1.102
9 H 3.867 -0.624 2.668  O11 1.014
10 H 2.976 -0.679 1.389  O11 0.972
11 O 2.984 -0.304 2.286  H9 1.014, H10 0.972

Results of the Mulliken charge analysis, in e, for atoms 1 through 8:
1. C -0.59
2. C -0.71
3. H 0.21
4. H 0.19
5. H 0.22
6. H 0.22
7. H 0.20
8. H 0.26

***

Stability ranking, top and bottom: *w* is the most stable and *x* is the least stable.